1.
The following is a DFT calculation (the ωB97M-V functional and the def2-TZVPD basis) of a molecular structure, C10H17N2O3S4SbZn.

The charge is -2. For the gap between HOMO and LUMO, the calculation gives 5.89 eV. The value obtained for the HOMO energy is -0.044 Eh. The spin multiplicity is 1. The total energy comes out at -4338.9924 Ha.

Last column: natural (NBO) charge in e.
Atoms and positions in Å:
Zn  -2.104  0.401  -0.624  1.51
C  -0.216  -1.434  2.831  -0.63
C  -1.065  -1.244  1.585  0.13
C  -2.304  -2.127  1.620  -0.63
O  -1.545  0.114  1.521  -0.80
C  -0.275  -1.573  0.292  0.77
O  0.641  -2.398  0.349  -0.73
O  -0.672  -0.977  -0.765  -0.87
H  -0.817  -1.209  3.715  0.19
H  0.652  -0.775  2.810  0.22
H  0.138  -2.462  2.879  0.22
H  -2.877  -1.914  2.526  0.20
H  -2.000  -3.175  1.630  0.20
H  -2.951  -1.952  0.758  0.26
H  -0.768  0.704  1.562  0.52
S  -4.291  5.050  -2.309  -0.97
Sb  -3.383  2.973  -2.623  0.91
S  -1.536  2.672  -0.907  -0.55
S  -5.018  1.600  -1.296  -0.36
S  0.100  2.865  -2.183  -0.73
N  -4.687  -1.006  -0.765  -0.76
C  -4.075  0.106  -0.941  -0.40
H  -5.697  -0.893  -0.918  0.29
C  3.630  1.751  -0.997  -0.59
C  2.833  0.499  -0.612  -0.17
C  2.192  -0.125  -1.854  -0.62
C  3.720  -0.538  0.094  -0.59
C  1.812  0.908  0.373  0.42
N  1.119  1.207  1.239  -0.45
H  4.389  1.471  -1.731  0.19
H  4.127  2.187  -0.126  0.20
H  2.960  2.493  -1.432  0.26
H  3.003  -0.463  -2.507  0.18
H  1.584  0.616  -2.375  0.27
H  1.565  -0.973  -1.587  0.26
H  4.515  -0.843  -0.591  0.19
H  3.126  -1.413  0.362  0.25
H  4.175  -0.122  0.996  0.20



2.
The following is a DFT calculation (the ωB97M-V functional and the def2-TZVPD basis) of a gas-phase ion, C10H17N2Si (charge +1) at a distorted geometry.

The charge is +1. For the gap between HOMO and LUMO, the calculation gives 8.56 eV. The value obtained for the HOMO energy is -0.439 Eh. The spin multiplicity is 1. The energy relative to the best compared isomer or geometry (same formula, charge and spin) is 9.8 kJ/mol. Its SMILES is CN(C)/C=[NH+]/[Si@@H](C)c1ccccc1. The total energy comes out at -789.9961 Ha.

Last column: natural (NBO) charge in e.
Atoms and positions in Å:
C  -2.045  0.049  -3.481  -0.41
N  -1.845  0.124  -1.950  -0.32
C  -2.856  -0.655  -1.264  -0.43
C  -0.864  0.860  -1.445  0.38
N  -0.662  0.773  -0.041  -0.92
Si  0.978  1.375  0.665  1.54
C  0.290  2.405  2.019  -1.14
C  1.990  -0.119  1.190  -0.52
C  2.052  -1.315  0.485  -0.18
C  2.625  -2.516  0.916  -0.21
C  3.251  -2.607  2.110  -0.16
C  3.283  -1.411  2.867  -0.20
C  2.596  -0.251  2.418  -0.18
H  -1.609  -0.949  -3.820  0.23
H  -3.124  0.031  -3.674  0.23
H  -1.491  0.895  -3.925  0.23
H  -3.214  -1.302  -1.973  0.23
H  -2.467  -1.157  -0.364  0.24
H  -3.699  0.020  -1.106  0.23
H  -0.033  1.232  -1.993  0.23
H  -1.537  0.577  0.450  0.42
H  1.712  2.017  -0.560  -0.15
H  0.933  3.207  2.181  0.26
H  -0.728  2.868  1.712  0.26
H  0.165  1.877  2.927  0.27
H  1.735  -1.464  -0.511  0.20
H  2.570  -3.286  0.237  0.21
H  3.807  -3.422  2.426  0.22
H  3.915  -1.469  3.728  0.23
H  2.642  0.682  3.057  0.21